This record from OMol25 describes a molecular structure, C52H83AsCl3N6PRbSbSi3. The level of theory is wB97M-V/def2-TZVPD.

## Properties
- frontier orbital gap (Eh) = 0.26343
- LUMO energy (eV) = -4.436
- ΔE to the lowest compared entry with this formula, charge and spin (kcal per mole) = 25.67
- charge = +2
- spin multiplicity = 1
- max |F| (eV Å⁻¹) = 0.88

Structure (XYZ):
```
151
Properties=species:S:1:pos:R:3:forces:R:3:mulliken_charge:R:1
Rb 0.82021 0.05000 0.49818 -0.072 -0.448 0.421 0.985
N -2.06340 1.73855 -1.07984 -0.244 -0.127 0.027 1.148
C -2.24723 2.06603 -2.43814 0.065 -0.043 -0.313 -0.503
C -3.23654 2.97562 -2.80890 -0.107 0.052 0.126 -0.436
C -3.46433 3.27087 -4.13979 0.021 -0.016 0.025 -0.807
C -2.69908 2.66735 -5.12817 0.019 -0.004 -0.101 -1.043
C -1.71315 1.76849 -4.76537 -0.054 0.090 0.082 -0.323
C -1.47218 1.45386 -3.42820 0.167 -0.051 0.116 0.986
P -0.23008 0.16142 -2.96187 -0.410 0.118 -0.453 1.624
C -1.19640 -1.25836 -3.62849 0.152 -0.014 0.214 0.208
C -1.92605 -1.97448 -2.67981 0.027 0.032 -0.026 -0.149
C -2.78074 -2.99659 -3.06050 -0.055 -0.027 0.019 0.008
C -2.90780 -3.32758 -4.40213 0.017 -0.013 0.002 -0.967
C -2.17721 -2.62817 -5.35137 -0.007 -0.030 -0.069 -0.707
C -1.33023 -1.59591 -4.97144 -0.022 -0.002 0.046 -0.342
C 1.06985 0.51376 -4.19920 0.042 -0.001 0.193 0.318
C 1.69145 -0.47572 -4.95393 -0.056 -0.031 0.084 0.525
C 2.72095 -0.15301 -5.82765 0.098 -0.004 -0.016 -0.484
C 3.15564 1.15836 -5.93880 -0.004 -0.026 -0.013 -1.032
C 2.57038 2.14554 -5.15605 0.025 0.059 0.005 -0.497
C 1.53744 1.82717 -4.29014 0.036 -0.072 -0.026 -0.960
H -2.45508 2.43513 -0.46301 0.096 0.021 0.058 -0.831
H -1.08975 1.58637 -0.86742 0.012 0.087 0.073 -0.444
H -3.83129 3.45898 -2.04181 0.032 -0.070 -0.057 0.368
H -4.23729 3.97999 -4.40566 -0.002 -0.002 -0.001 0.448
H -2.86888 2.89639 -6.17157 -0.002 0.002 0.011 0.464
H -1.11148 1.30217 -5.53421 0.022 -0.001 -0.032 0.285
H -1.81041 -1.71101 -1.63250 0.024 -0.041 -0.015 0.022
H -3.34652 -3.54914 -2.31842 0.007 0.013 0.006 0.431
H -3.56717 -4.12944 -4.70735 0.003 0.005 0.002 0.389
H -2.27057 -2.88556 -6.39888 -0.001 0.012 0.008 0.452
H -0.78112 -1.05744 -5.73227 0.002 0.019 -0.003 0.271
H 1.36669 -1.50396 -4.86267 0.013 0.037 -0.042 -0.558
H 3.18677 -0.92792 -6.42412 -0.033 -0.010 -0.001 0.527
H 3.94213 1.41259 -6.63703 0.021 -0.001 0.028 0.423
H 2.91517 3.16921 -5.23060 -0.016 -0.007 -0.008 0.484
H 1.07732 2.60555 -3.69113 -0.017 0.030 -0.030 0.529
C 4.78625 -2.94031 1.76088 0.009 -0.078 0.010 -0.655
C 4.73029 -3.51252 3.01991 -0.044 0.017 0.017 -0.754
C 3.78796 -3.04743 3.92266 -0.041 0.031 -0.003 -0.927
C 2.94793 -1.99975 3.54991 0.118 -0.198 -0.167 0.797
N 2.97356 -1.47762 2.32219 -0.057 0.115 -0.268 0.238
C 3.86253 -1.95325 1.45478 0.165 0.134 0.046 -0.365
C 1.96670 -1.41939 4.50056 -0.201 -0.013 0.114 0.066
C 2.16632 -1.50105 5.87786 -0.035 0.033 0.010 -0.634
C 1.21561 -0.96978 6.73214 -0.016 -0.036 -0.013 -0.958
C 0.10816 -0.34272 6.18692 0.010 0.053 0.052 -0.682
C 0.01412 -0.27708 4.80663 0.030 0.138 -0.033 0.109
N 0.89597 -0.81470 3.97393 0.194 -0.039 -0.157 0.439
H 5.51931 -3.26155 1.03328 -0.048 0.009 -0.042 0.523
H 5.40430 -4.31226 3.29638 0.000 0.002 -0.002 0.469
H 3.69438 -3.51043 4.89447 0.038 0.045 0.031 0.399
H 3.85418 -1.50870 0.46294 0.036 -0.003 0.061 0.458
H 3.05916 -1.95254 6.28539 0.017 -0.020 -0.051 0.448
H 1.34045 -1.03569 7.80474 0.036 0.015 -0.006 0.457
H -0.64817 0.10251 6.82036 0.017 -0.010 -0.029 0.492
H -0.79934 0.25692 4.33230 0.431 -0.146 0.125 -0.019
C 1.58285 4.88116 1.72387 -0.229 -0.002 0.122 -0.833
Si 0.57909 4.31232 3.22440 0.736 0.187 0.157 0.172
C 1.75424 3.20106 4.20077 -0.387 -0.126 -0.175 -0.997
C 0.17135 5.75584 4.36618 -0.221 -0.178 -0.239 -1.027
As -1.21370 3.08147 2.21533 -0.166 0.206 0.299 0.453
Si -2.08538 4.91756 0.92545 -0.107 0.479 -0.489 0.510
C -3.87775 4.62908 0.37054 0.215 -0.147 0.203 -1.592
C -2.07181 6.58958 1.80061 0.072 -0.300 0.042 -1.182
C -1.00956 5.05729 -0.62714 0.013 -0.080 0.276 -0.568
Si -2.92586 2.84270 3.84471 -0.695 -0.367 0.404 0.483
C -4.61554 2.75647 2.97892 0.348 0.242 -0.034 -0.992
C -2.99465 4.09819 5.24395 0.161 0.007 -0.313 -1.157
C -2.86948 1.11939 4.70747 0.112 0.353 -0.191 0.302
H 2.61077 5.09488 2.02396 -0.003 -0.010 0.077 0.431
H 1.18381 5.78630 1.26446 0.004 -0.022 0.026 0.288
H 1.61124 4.09795 0.96151 0.018 0.033 -0.020 0.031
H 2.68702 3.74999 4.34944 -0.021 0.048 -0.018 0.448
H 1.99164 2.27541 3.67300 0.017 -0.049 -0.005 0.128
H 1.36823 2.94095 5.18619 -0.054 -0.053 0.055 0.287
H 1.10594 6.14286 4.77861 0.064 -0.065 -0.039 0.387
H -0.45385 5.44868 5.20596 0.037 -0.002 -0.016 0.265
H -0.32964 6.57800 3.85727 0.017 -0.031 0.037 0.330
H -4.57087 5.05937 1.09420 0.012 -0.020 -0.007 0.420
H -4.14874 3.58081 0.23328 -0.060 0.056 -0.005 0.280
H -4.04270 5.14614 -0.57683 0.092 0.048 0.010 0.583
H -2.41199 6.51757 2.83546 -0.016 0.028 -0.026 0.267
H -2.74128 7.27882 1.28153 -0.018 -0.055 -0.082 0.435
H -1.07663 7.03685 1.79770 -0.009 -0.019 0.025 0.321
H -0.74531 4.09273 -1.06490 -0.035 0.027 -0.001 -0.276
H -0.08211 5.58545 -0.40345 -0.029 -0.032 -0.029 0.399
H -1.53560 5.63519 -1.39004 -0.077 -0.007 0.024 0.473
H -4.96522 3.74907 2.69641 -0.037 -0.071 -0.027 0.319
H -5.37104 2.32746 3.64057 0.079 -0.023 0.096 0.444
H -4.56721 2.15622 2.06591 -0.031 0.002 -0.006 0.001
H -3.00866 5.11744 4.85255 -0.009 0.007 0.048 0.337
H -2.13305 4.00887 5.90870 -0.002 -0.014 -0.034 0.303
H -3.89474 3.95877 5.84599 -0.037 -0.071 -0.047 0.396
H -2.42822 0.35627 4.05825 -0.438 0.053 -0.010 -1.075
H -3.88076 0.83568 5.01602 -0.042 0.089 -0.069 0.658
H -2.26322 1.14953 5.61302 0.004 -0.035 -0.007 0.149
N -4.26254 -1.75935 3.08937 -0.014 -0.016 -0.011 0.199
C -4.57518 -1.20005 1.73279 0.128 0.296 -0.360 -1.050
C -3.26716 -0.77938 1.06008 -0.067 -0.217 0.044 0.068
N -2.29294 -1.85982 0.98568 0.088 0.062 0.062 -0.027
C -2.04127 -2.47103 2.28259 -0.256 0.043 -0.003 -0.243
C -3.32206 -2.92181 2.99247 0.483 -0.194 -0.101 -1.013
H -5.11893 -2.03451 3.56873 -0.034 0.016 0.041 0.390
H -3.82153 -1.02005 3.64823 -0.051 0.025 0.094 -0.155
H -5.24741 -0.35057 1.84820 -0.033 -0.050 0.113 0.479
H -5.07600 -1.98041 1.16054 -0.034 -0.046 0.086 0.390
H -2.82149 0.05278 1.61731 -0.010 0.050 -0.016 -0.144
H -3.48132 -0.41144 0.05678 0.026 0.075 0.017 0.271
H -2.58035 -2.55810 0.30822 0.068 0.014 -0.047 0.282
H -1.50352 -1.75291 2.91228 0.031 -0.066 -0.009 0.214
H -1.39592 -3.33962 2.15654 0.035 0.033 0.058 0.293
H -3.10766 -3.29636 3.99223 -0.104 0.087 0.057 0.509
H -3.82097 -3.70441 2.42134 -0.123 0.052 0.028 0.391
Cl 5.50004 3.81157 -0.03437 -0.091 -0.066 -0.136 -0.083
C 4.69442 3.18813 -1.48742 0.546 0.210 -0.172 0.855
Cl 4.19249 4.52084 -2.53744 -0.014 -0.103 0.102 -0.072
Cl 5.76296 2.07481 -2.36289 -0.129 0.101 0.086 -0.063
C 3.51592 2.44477 -1.06965 -0.389 -0.155 0.031 -0.858
N 2.58333 1.86311 -0.74674 0.177 0.154 -0.033 0.112
C 1.89675 -4.13925 -5.26500 0.049 -0.062 0.085 -1.357
C 1.63781 -4.84305 -3.93497 -0.073 0.237 0.123 0.513
C 0.32173 -5.61299 -3.99076 0.145 0.012 0.042 -1.471
Sb 1.61318 -3.40945 -2.27453 0.286 -0.443 0.140 0.269
C 3.78912 -3.18671 -1.96912 -0.298 -0.037 -0.020 1.442
C 4.62912 -4.18955 -2.74890 0.020 0.026 0.109 -1.575
C 4.19236 -1.74975 -2.29715 0.023 -0.117 0.048 -1.478
C 1.21453 -4.91914 -0.71647 0.044 0.298 -0.191 0.246
C 1.01491 -4.23322 0.63276 -0.056 -0.062 -0.140 -0.679
C 2.26518 -6.01631 -0.62732 -0.123 -0.007 0.023 -1.456
H 2.04018 -4.87816 -6.05798 -0.014 0.021 -0.020 0.504
H 2.78810 -3.50778 -5.23841 -0.021 0.023 -0.034 0.160
H 1.03951 -3.52127 -5.54430 0.016 0.009 -0.018 0.229
H 2.45450 -5.53673 -3.72771 0.014 0.041 0.033 0.495
H -0.52449 -4.93392 -4.11789 -0.038 -0.017 -0.008 0.207
H 0.15549 -6.21270 -3.09459 -0.029 -0.006 -0.024 0.293
H 0.33939 -6.29289 -4.84710 -0.078 -0.019 0.013 0.463
H 3.93236 -3.35923 -0.89684 -0.030 -0.047 -0.057 -0.636
H 4.48333 -4.07516 -3.82407 0.022 -0.058 -0.014 0.275
H 4.39439 -5.21818 -2.47421 0.004 -0.001 -0.067 0.330
H 5.69327 -4.03152 -2.54740 0.005 0.008 -0.017 0.465
H 3.97162 -1.50451 -3.33785 -0.011 0.065 -0.017 0.292
H 5.26827 -1.61082 -2.14988 0.006 0.039 0.022 0.530
H 3.66652 -1.02218 -1.67001 -0.018 0.047 -0.097 0.103
H 0.26018 -5.35522 -1.02594 0.009 0.007 -0.029 0.508
H 1.95540 -3.81935 0.99906 0.032 0.077 0.067 -0.104
H 0.66240 -4.95001 1.38283 0.003 0.026 0.034 0.634
H 0.28599 -3.41746 0.55769 0.031 -0.006 0.055 -0.263
H 3.23215 -5.61026 -0.32081 0.018 -0.022 -0.023 0.183
H 2.39404 -6.54038 -1.57519 0.035 0.008 0.004 0.314
H 1.96852 -6.76015 0.11936 0.059 -0.015 -0.001 0.510
```
Positions in Å, forces in eV/Å.